(1)
Here is a structure of composition C36H67F9N2O12S from the Open Molecules 2025 dataset. Energies are from ωB97M-V/def2-TZVPD.

energy: -3720.921877 Eh
LUMO energy: -1.43 eV
strongest force on any atom: 0.066 Eh/bohr

```
127
Properties=species:S:1:pos:R:3:forces:R:3:lowdin_charge:R:1
C 4.108 -1.735 -3.836 -0.04 1.03 0.71 -0.077
C 5.070 -0.688 -4.581 1.12 -1.34 0.70 -0.177
C 5.361 0.512 -3.636 -0.89 1.39 -0.38 -0.074
C 4.535 1.704 -3.606 2.70 -0.89 1.90 -0.035
C 3.298 2.015 -4.496 1.58 1.71 -0.27 -0.304
F 3.500 3.359 -4.921 -0.45 -1.58 0.60 0.058
F 3.223 1.306 -5.680 -0.37 0.51 1.96 0.107
C 1.905 2.093 -3.725 -0.97 1.33 -1.61 -0.245
F 1.037 2.739 -4.618 1.21 -1.10 1.15 0.097
F 1.954 2.945 -2.622 0.26 -1.75 -1.37 0.110
C 1.219 0.724 -3.359 -1.92 -0.71 0.29 -0.241
F 1.516 -0.339 -4.177 0.16 1.85 0.68 0.123
F -0.162 0.927 -3.504 2.01 -0.28 0.22 0.101
C 1.410 0.239 -1.845 -1.09 -1.30 0.35 -0.414
F 1.290 -1.139 -1.821 0.42 2.01 0.05 0.126
F 0.326 0.711 -1.134 2.29 -0.45 -0.63 0.111
F 2.609 0.571 -1.291 -1.85 -0.21 -0.67 0.149
C 4.952 2.808 -2.614 2.11 -1.42 0.90 0.008
C 6.116 2.683 -1.746 -1.09 -0.37 -1.32 0.001
C 7.009 1.470 -1.760 -1.30 -0.60 -1.23 -0.321
N 8.148 1.177 -1.047 -2.01 -1.19 -2.26 -0.230
S 8.589 -0.359 -1.590 -1.61 1.13 -0.47 0.971
N 7.396 -0.724 -2.701 -0.24 2.75 1.22 -0.239
C 6.570 0.381 -2.724 0.28 0.36 0.41 -0.255
H 3.296 -2.139 -4.492 0.96 0.18 0.57 0.076
H 3.610 -1.150 -3.003 0.37 -0.90 -0.93 0.049
H 4.707 -2.534 -3.310 -0.69 0.73 -0.87 0.085
H 6.054 -1.246 -4.690 -1.06 0.84 -0.02 0.101
H 4.758 -0.441 -5.623 -0.02 0.13 1.18 0.107
H 4.369 3.764 -2.544 0.64 -1.21 -0.19 0.113
H 6.405 3.518 -1.056 -0.51 -0.86 -0.83 0.110
C 2.464 -2.424 1.543 -0.13 -0.07 -0.04 -0.100
O 1.417 -2.397 2.502 0.40 0.47 -0.04 -0.228
C 1.821 -1.796 3.729 -0.52 -0.08 -0.03 -0.190
C 1.296 -0.375 3.848 0.52 0.09 0.05 -0.196
O 1.915 0.485 2.897 -0.23 -0.19 -0.11 -0.181
C 1.074 0.759 1.787 0.11 0.14 0.08 -0.112
H 2.036 -2.710 0.581 -0.06 -0.04 0.09 0.086
H 2.940 -1.446 1.436 0.02 -0.02 0.04 0.085
H 3.214 -3.170 1.830 0.09 0.04 -0.04 0.089
H 2.910 -1.822 3.837 -0.03 0.09 -0.05 0.128
H 1.390 -2.399 4.535 0.02 0.01 0.04 0.125
H 1.550 0.013 4.839 -0.03 -0.04 0.03 0.125
H 0.207 -0.350 3.746 0.03 -0.08 -0.05 0.127
H 0.265 1.431 2.090 -0.09 -0.02 -0.11 0.091
H 0.658 -0.155 1.359 -0.04 -0.04 0.05 0.082
H 1.672 1.257 1.024 0.05 0.03 0.17 0.076
C -1.548 6.675 -0.732 -0.12 -0.03 -0.12 -0.102
O -1.807 5.514 -1.508 0.19 0.07 0.32 -0.188
C -0.770 4.544 -1.390 -0.50 -0.18 -0.27 -0.194
C -1.175 3.409 -0.463 0.49 0.22 0.25 -0.187
O -1.291 3.857 0.885 -0.25 0.03 -0.17 -0.191
C -2.641 4.042 1.281 0.14 -0.02 0.16 -0.102
H -2.456 7.280 -0.709 0.01 -0.07 -0.09 0.082
H -1.274 6.422 0.296 0.04 -0.01 -0.03 0.086
H -0.747 7.260 -1.195 0.04 0.06 0.10 0.089
H 0.163 5.009 -1.056 -0.04 -0.04 0.08 0.127
H -0.603 4.137 -2.392 0.04 -0.03 0.01 0.117
H -0.391 2.649 -0.477 -0.08 0.12 -0.01 0.097
H -2.105 2.940 -0.801 -0.01 0.10 -0.03 0.121
H -3.130 3.070 1.405 -0.13 0.03 -0.04 0.092
H -3.195 4.647 0.562 0.00 -0.04 -0.05 0.058
H -2.644 4.558 2.243 0.09 -0.06 -0.03 0.091
C -0.124 -4.935 2.778 0.04 -0.18 -0.15 -0.099
O -0.220 -6.287 2.346 -0.05 0.01 0.32 -0.186
C 0.465 -7.183 3.214 -0.33 -0.14 -0.35 -0.204
C -0.504 -7.925 4.120 0.34 0.22 0.33 -0.198
O -1.117 -7.044 5.056 -0.14 -0.02 -0.28 -0.191
C -2.444 -6.704 4.691 0.05 0.04 0.17 -0.113
H -0.823 -4.339 2.191 0.07 -0.08 -0.06 0.095
H -0.381 -4.831 3.836 0.02 -0.02 0.01 0.088
H 0.885 -4.560 2.606 -0.08 0.02 0.10 0.072
H 1.225 -6.655 3.799 -0.05 -0.03 0.03 0.123
H 0.979 -7.910 2.577 0.04 -0.05 0.06 0.116
H 0.055 -8.666 4.701 0.01 -0.04 -0.03 0.120
H -1.258 -8.458 3.532 0.02 0.08 -0.05 0.125
H -3.105 -7.563 4.841 -0.08 0.02 -0.09 0.087
H -2.505 -6.365 3.655 0.01 -0.05 -0.04 0.083
H -2.777 -5.892 5.340 0.09 -0.07 0.03 0.088
C 4.213 -7.733 2.084 -0.03 0.13 0.04 -0.108
O 4.051 -7.408 3.457 0.11 -0.31 -0.13 -0.205
C 3.997 -8.568 4.284 0.04 0.50 0.24 -0.203
C 5.316 -8.793 5.005 -0.05 -0.47 -0.25 -0.199
O 6.351 -9.146 4.092 -0.07 0.33 0.03 -0.191
C 7.221 -8.061 3.812 0.07 -0.17 -0.05 -0.112
H 4.443 -6.814 1.543 -0.07 0.01 0.09 0.089
H 5.031 -8.441 1.931 -0.04 -0.02 0.02 0.085
H 3.283 -8.151 1.687 0.05 -0.06 -0.09 0.079
H 3.712 -9.451 3.702 0.11 0.01 0.00 0.128
H 3.215 -8.391 5.029 0.00 -0.04 0.03 0.121
H 5.200 -9.634 5.695 -0.04 0.03 0.03 0.124
H 5.596 -7.912 5.591 -0.06 0.03 -0.08 0.126
H 7.854 -7.856 4.682 0.01 0.12 -0.01 0.088
H 6.670 -7.161 3.533 -0.02 0.03 0.05 0.082
H 7.862 -8.347 2.977 -0.05 -0.08 0.07 0.089
C -5.593 6.014 -0.976 -0.08 -0.05 -0.04 -0.096
O -6.648 6.044 -0.024 0.23 0.22 0.02 -0.189
C -6.253 6.643 1.206 -0.53 -0.12 -0.11 -0.200
C -6.775 8.066 1.321 0.53 0.08 0.07 -0.200
O -6.146 8.927 0.376 -0.25 -0.17 -0.10 -0.193
C -6.978 9.206 -0.740 0.15 0.11 0.01 -0.112
H -6.012 5.730 -1.941 -0.01 -0.08 0.11 0.084
H -5.114 6.992 -1.079 0.00 0.00 0.06 0.082
H -4.850 5.268 -0.683 0.07 0.04 -0.14 0.071
H -5.164 6.615 1.322 -0.02 0.09 -0.04 0.121
H -6.693 6.042 2.008 0.02 0.03 0.06 0.124
H -6.527 8.452 2.315 -0.03 -0.03 0.03 0.123
H -7.863 8.094 1.211 0.03 -0.08 -0.06 0.125
H -7.788 9.879 -0.442 -0.09 -0.04 -0.07 0.087
H -7.392 8.294 -1.174 -0.04 -0.02 0.04 0.083
H -6.372 9.705 -1.497 0.03 0.00 0.12 0.089
C -6.225 2.104 -5.678 -0.05 -0.13 0.00 -0.111
O -5.921 1.049 -4.779 0.07 0.32 0.02 -0.191
C -4.785 1.335 -3.969 -0.27 -0.42 0.13 -0.199
C -5.196 1.747 -2.565 0.27 0.44 -0.15 -0.194
O -5.862 3.005 -2.568 -0.17 -0.29 -0.08 -0.205
C -7.269 2.873 -2.440 0.04 0.17 0.05 -0.106
H -7.204 1.904 -6.117 0.06 -0.09 0.04 0.089
H -6.262 3.070 -5.169 0.05 -0.01 -0.01 0.083
H -5.481 2.137 -6.480 -0.01 0.11 -0.02 0.088
H -4.157 2.102 -4.434 -0.06 0.05 0.07 0.126
H -4.199 0.413 -3.908 0.05 0.02 0.03 0.124
H -4.294 1.866 -1.956 0.03 -0.05 0.00 0.113
H -5.818 0.977 -2.098 -0.01 -0.01 -0.10 0.127
H -7.524 2.572 -1.419 -0.10 -0.05 -0.02 0.092
H -7.675 2.152 -3.152 0.02 -0.06 0.01 0.084
H -7.721 3.846 -2.637 0.11 -0.01 0.06 0.087
```
Forces are in eV/Å.


(2)
Here is a cluster of 2 separate species, BrHN2O2 in total from the Open Molecules 2025 dataset. Energies are from ωB97M-V/def2-TZVPD.

energy: -2834.385005 Eh
LUMO energy: -0.24 eV
relative energy (zero: lowest compared OMol25 entry of this formula, charge and spin): 51.8 kJ/mol
strongest force on any atom: 0.097 Eh/bohr

```
6
Properties=species:S:1:pos:R:3:forces:R:3:nbo_charge:R:1
N 1.719 -0.705 -0.095 -1.95 0.89 3.30 0.442
N 1.185 -0.525 0.861 0.25 -0.19 1.40 -0.101
O 2.191 -0.807 -1.120 2.26 -0.76 -4.38 -0.341
O -0.929 -0.314 -0.378 0.76 -0.75 -0.52 -0.923
Br -2.286 0.575 -0.113 -0.90 2.28 1.33 0.804
H -1.879 1.777 0.845 -0.42 -1.48 -1.14 0.120
```
Forces are in eV/Å.